[1]
{
  "formula": "C11H14N3O",
  "method": "the ωB97M-V functional and the def2-TZVPD basis",
  "multiplicity": 3,
  "s2": 2.007,
  "total_charge": 1,
  "homo_lumo_gap_ev": [8.068, 6.213],
  "e_above_lowest_ev": 1.9281,
  "elements": ["C", "C", "C", "C", "C", "C", "C", "C", "C", "C", "C", "N", "N", "N", "O", "H", "H", "H", "H", "H", "H", "H", "H", "H", "H", "H", "H", "H", "H"],
  "xyz": [[3.69463, 0.14650, 0.00231], [2.99985, 0.00934, -1.23621], [3.01430, -0.12212, 1.23529], [1.66048, -0.42581, -1.22575], [1.68228, -0.45597, 1.22847], [1.00702, -0.61610, -0.02656], [-0.42278, -0.93186, 0.05583], [-1.02099, -2.19979, 0.09411], [-2.09358, 2.00960, 1.21334], [-2.06064, 1.98140, -1.34032], [-1.37213, 1.42442, -0.02149], [-2.62424, -0.71489, 0.05312], [-1.47341, -0.05664, -0.00351], [-0.55487, -3.43781, -0.13853], [-2.32314, -2.01578, 0.09138], [4.76733, 0.32182, 0.19520], [3.31232, 0.13013, -2.27324], [3.65945, 0.03812, 2.16589], [1.34074, -0.47161, -2.24761], [1.07556, -0.56520, 2.19416], [-3.24497, 1.92509, 1.22640], [-1.69800, 2.92020, 1.45751], [-1.64065, 1.52143, 2.03694], [-3.01796, 1.47552, -1.65747], [-1.42806, 1.60411, -2.09317], [-2.00128, 2.98725, -1.22848], [-0.25571, 1.48622, 0.11955], [0.14582, -3.76972, 0.54719], [-1.12737, -4.19786, -0.42431]]
}

[2]
{
  "formula": "C5H8O",
  "method": "the ωB97M-V functional and the def2-TZVPD basis",
  "multiplicity": 1,
  "homo_lumo_gap_ev": 8.823,
  "e_above_lowest_ev": 2.9136,
  "elements": ["C", "C", "C", "O", "C", "C", "H", "H", "H", "H", "H", "H", "H", "H"],
  "xyz": [[-0.75246, -0.85024, -0.03357], [-1.26655, 0.52171, -0.47612], [-0.39000, 1.75225, -0.39925], [0.73916, 1.62971, 0.24065], [1.27709, 0.36384, 0.71136], [0.76466, -0.77132, -0.14987], [-1.06066, -1.08755, 0.99376], [-1.15647, -1.63997, -0.67653], [-2.15247, 0.85010, 0.07941], [-1.60272, 0.53013, -1.51846], [1.00162, -0.52220, -1.19490], [1.01056, 0.25993, 1.76954], [2.35658, 0.50508, 0.63649], [1.27253, -1.70461, 0.10196]]
}

[3]
{
  "formula": "C30H42F15N3O13",
  "method": "the ωB97M-V functional and the def2-TZVPD basis",
  "multiplicity": 1,
  "smiles": "CCOC(=O)C(F)(F)F.CCOC(=O)C(F)(F)F.CCOC(=O)C(F)(F)F.CCOC(=O)C(F)(F)F.CCOC(=O)C(F)(F)F.CCOC(=O)OC.CC#N.CC#N.CC#N",
  "homo_lumo_gap_ev": 11.012,
  "elements": ["C", "C", "O", "C", "O", "C", "F", "F", "F", "H", "H", "H", "H", "H", "C", "C", "O", "C", "O", "C", "F", "F", "F", "H", "H", "H", "H", "H", "C", "C", "O", "C", "O", "C", "F", "F", "F", "H", "H", "H", "H", "H", "C", "C", "O", "C", "O", "C", "F", "F", "F", "H", "H", "H", "H", "H", "C", "C", "O", "C", "O", "C", "F", "F", "F", "H", "H", "H", "H", "H", "C", "C", "O", "C", "O", "O", "C", "H", "H", "H", "H", "H", "H", "H", "H", "C", "C", "N", "H", "H", "H", "C", "C", "N", "H", "H", "H", "C", "C", "N", "H", "H", "H"],
  "xyz": [[-4.27743, -20.07415, 2.65368], [-4.31183, -20.33641, 4.13318], [-3.19422, -21.07548, 4.56550], [-3.31938, -22.38498, 4.72546], [-4.26402, -23.10077, 4.40068], [-2.03156, -23.02112, 5.37220], [-0.98953, -22.77696, 4.52614], [-1.68633, -22.35968, 6.49388], [-2.11398, -24.29581, 5.69732], [-3.37109, -19.58495, 2.46556], [-5.10622, -19.45686, 2.24212], [-4.34837, -21.04693, 2.10535], [-5.15451, -20.89397, 4.44257], [-4.23350, -19.38356, 4.71529], [4.53866, -17.72272, 5.74273], [3.47261, -18.24372, 6.64544], [3.96161, -19.50718, 7.07007], [3.09458, -20.42195, 7.53421], [1.92056, -20.27100, 7.70793], [3.80270, -21.69452, 7.91213], [4.21336, -22.32989, 6.81491], [4.87284, -21.45512, 8.65634], [2.94870, -22.47413, 8.56146], [4.88501, -18.52281, 5.06360], [5.42003, -17.34898, 6.32435], [4.05449, -16.84549, 5.08873], [2.50073, -18.37678, 6.12695], [3.23500, -17.56010, 7.55475], [-2.91077, -26.25072, 12.93471], [-3.37041, -26.90596, 11.72475], [-3.43706, -25.88459, 10.56363], [-4.07861, -26.40304, 9.53689], [-4.32217, -27.57743, 9.31731], [-4.67091, -25.27473, 8.62524], [-5.04705, -24.14643, 9.30417], [-3.69692, -24.84973, 7.72113], [-5.66873, -25.77624, 7.95257], [-1.97366, -25.80411, 12.69616], [-2.65495, -27.01582, 13.71710], [-3.57098, -25.40873, 13.23857], [-4.40665, -27.29630, 11.83665], [-2.79862, -27.68922, 11.33128], [-1.04324, -27.26735, 7.80981], [-1.57147, -27.24270, 6.36011], [-2.78120, -28.18734, 6.35897], [-3.35294, -28.52633, 5.21853], [-3.19414, -28.04372, 4.14142], [-4.49003, -29.55112, 5.43823], [-4.98858, -29.49337, 6.67735], [-5.51144, -29.25117, 4.52714], [-4.14542, -30.85214, 5.24814], [-1.67105, -26.68711, 8.49511], [-0.08627, -26.80188, 7.75931], [-0.90478, -28.25198, 8.14153], [-0.86482, -27.59814, 5.58676], [-1.96960, -26.27425, 6.11198], [-0.54355, -21.92109, 9.32230], [-0.99795, -23.15712, 10.05917], [0.04173, -24.18718, 9.96862], [0.17645, -24.79409, 11.14606], [-0.39064, -24.57890, 12.17213], [1.07323, -25.98750, 11.05667], [2.07243, -25.77392, 10.22211], [1.53822, -26.22050, 12.28744], [0.40044, -27.08932, 10.67524], [-0.30846, -22.07800, 8.32913], [0.31743, -21.39833, 9.78497], [-1.38485, -21.24581, 9.32374], [-1.78916, -23.59774, 9.57263], [-1.27252, -23.08992, 11.11742], [1.08315, -22.08941, 16.23325], [1.28992, -22.67964, 14.77781], [2.22289, -21.99340, 13.96000], [1.74387, -21.08235, 13.02958], [0.60533, -20.90285, 12.75559], [2.81135, -20.43466, 12.55447], [2.51450, -19.66775, 11.28253], [0.16439, -22.45199, 16.51066], [0.90118, -21.01313, 16.17590], [1.84543, -22.38460, 16.92447], [0.33709, -22.75056, 14.26388], [1.75693, -23.65042, 14.91153], [1.82662, -18.84277, 11.42561], [2.21568, -20.27627, 10.46853], [3.45673, -19.14187, 11.08532], [2.84357, -23.90636, 4.26545], [2.48674, -22.55206, 4.64030], [2.31037, -21.43440, 4.74305], [1.98516, -24.58317, 4.53493], [3.73008, -24.24055, 4.82048], [2.90467, -24.02178, 3.17884], [-0.96910, -19.22098, 6.75001], [-0.30807, -18.18445, 7.43306], [0.36377, -17.42111, 8.00637], [-0.30133, -19.79922, 6.11219], [-1.77539, -18.86374, 6.09588], [-1.38307, -19.89425, 7.50124], [-1.88765, -26.71690, 1.61939], [-0.78027, -26.56960, 2.53463], [0.12779, -26.39011, 3.23108], [-2.58320, -27.46132, 2.04862], [-1.55727, -27.12737, 0.68328], [-2.36278, -25.72579, 1.55977]]
}

[4]
{
  "formula": "C36H99N9O9",
  "method": "the ωB97M-V functional and the def2-TZVPD basis",
  "multiplicity": 1,
  "smiles": "COC[C@H](C)N.COC[C@H](C)N.COC[C@H](C)N.COC[C@H](C)N.COC[C@H](C)N.COC[C@H](C)N.COC[C@H](C)N.COC[C@H](C)N.COC[C@H](C)N",
  "homo_lumo_gap_ev": 9.459,
  "e_above_lowest_ev": 3.1038,
  "elements": ["C", "O", "C", "C", "C", "N", "H", "H", "H", "H", "H", "H", "H", "H", "H", "H", "H", "C", "O", "C", "C", "C", "N", "H", "H", "H", "H", "H", "H", "H", "H", "H", "H", "H", "C", "O", "C", "C", "C", "N", "H", "H", "H", "H", "H", "H", "H", "H", "H", "H", "H", "C", "O", "C", "C", "C", "N", "H", "H", "H", "H", "H", "H", "H", "H", "H", "H", "H", "C", "O", "C", "C", "C", "N", "H", "H", "H", "H", "H", "H", "H", "H", "H", "H", "H", "C", "O", "C", "C", "C", "N", "H", "H", "H", "H", "H", "H", "H", "H", "H", "H", "H", "C", "O", "C", "C", "C", "N", "H", "H", "H", "H", "H", "H", "H", "H", "H", "H", "H", "C", "O", "C", "C", "C", "N", "H", "H", "H", "H", "H", "H", "H", "H", "H", "H", "H", "C", "O", "C", "C", "C", "N", "H", "H", "H", "H", "H", "H", "H", "H", "H", "H", "H"],
  "xyz": [[-5.87071, -2.64882, -0.93973], [-5.25795, -1.58420, -1.61176], [-5.32171, -0.24834, -1.15134], [-4.46639, 0.68594, -2.03633], [-4.25227, 2.02815, -1.34016], [-4.88932, 0.93468, -3.40785], [-5.63236, -3.52104, -1.52688], [-6.98521, -2.49511, -0.80468], [-5.48783, -2.87937, 0.06607], [-6.38198, -0.00225, -0.99257], [-4.86345, -0.22450, -0.11771], [-3.47382, 0.18352, -2.18712], [-5.26949, 2.50999, -1.21625], [-3.60874, 2.65404, -1.97597], [-3.73220, 1.84928, -0.38873], [-5.34395, 1.84315, -3.49654], [-5.56148, 0.21874, -3.68411], [0.05098, -0.60792, 4.34641], [0.52497, -1.61194, 3.51508], [1.44742, -2.61899, 4.11896], [1.50901, -3.87880, 3.26906], [1.64769, -3.62315, 1.80019], [0.35707, -4.73961, 3.36391], [-0.28101, -0.97931, 5.33863], [-0.81119, -0.19419, 3.83272], [0.78105, 0.23993, 4.59490], [2.42935, -2.13592, 4.11473], [1.05512, -2.81147, 5.11942], [2.39161, -4.40626, 3.60312], [0.74958, -3.18166, 1.29971], [1.93414, -4.58493, 1.34930], [2.41079, -2.86029, 1.48517], [-0.24024, -4.61451, 2.56054], [-0.14037, -4.63979, 4.22870], [4.14198, 7.00989, 4.05344], [2.93075, 6.58939, 4.56059], [2.79412, 5.13971, 4.51259], [1.26503, 4.79913, 4.52416], [1.01595, 3.29050, 4.69726], [0.65582, 5.24014, 3.28937], [4.13531, 8.07997, 3.92465], [4.23465, 6.51476, 3.08259], [5.01229, 6.90349, 4.72871], [3.27802, 4.68882, 3.57166], [3.40254, 4.70736, 5.31808], [0.71989, 5.32520, 5.28402], [-0.06093, 3.11299, 4.66955], [1.42900, 2.93626, 5.61094], [1.50447, 2.62321, 3.94608], [1.03818, 4.83740, 2.44108], [0.78240, 6.21854, 3.11443], [-2.76614, -4.03079, -2.71607], [-1.33858, -3.72592, -2.67284], [-0.66631, -4.45848, -3.63309], [0.84222, -4.31114, -3.50526], [1.54275, -4.94861, -4.73428], [1.41910, -5.06110, -2.29353], [-3.32054, -3.30213, -2.10658], [-2.96810, -5.07576, -2.45816], [-3.06051, -3.94832, -3.77327], [-0.98078, -5.50993, -3.52685], [-0.96312, -4.15530, -4.64619], [1.11045, -3.27349, -3.32030], [1.20125, -4.54893, -5.67782], [1.23938, -5.98219, -4.65835], [2.63551, -4.79207, -4.74146], [0.79337, -5.89206, -2.01154], [1.52401, -4.41959, -1.51558], [0.27624, 3.40203, -1.86800], [1.09757, 2.76615, -2.82369], [1.93148, 3.71287, -3.42491], [2.78376, 2.99376, -4.49956], [3.76373, 1.99841, -3.83311], [3.46163, 3.98742, -5.28761], [-0.31667, 2.63019, -1.31570], [-0.38592, 4.18222, -2.29298], [0.91076, 3.86397, -1.08289], [1.27817, 4.51913, -3.86802], [2.48541, 4.15506, -2.55394], [2.06137, 2.37993, -5.05174], [4.43953, 2.61633, -3.28989], [4.32764, 1.50403, -4.64441], [3.31900, 1.25432, -3.18342], [3.32491, 4.95594, -4.95013], [4.34446, 3.86395, -5.76513], [-0.50428, 2.50245, 1.60135], [-0.91078, 1.49620, 0.71190], [0.05941, 0.49044, 0.61734], [-0.27823, -0.57915, -0.43356], [-1.32705, -1.48046, 0.18896], [0.85627, -1.50266, -0.67462], [-0.66393, 2.15008, 2.61752], [-1.07832, 3.40321, 1.40545], [0.58008, 2.66422, 1.55366], [0.97198, 0.93569, 0.18647], [0.36039, 0.00569, 1.53609], [-0.69477, -0.08645, -1.26372], [-1.62292, -2.36275, -0.37158], [-2.26664, -0.98313, 0.40026], [-1.05154, -1.80307, 1.17430], [1.41101, -1.05912, -1.44463], [0.47823, -2.33116, -1.13339], [-4.52296, 0.60593, 3.71265], [-4.14872, -0.73986, 4.03274], [-4.09283, -1.63624, 2.96176], [-4.16110, -3.09111, 3.42578], [-3.28476, -3.34806, 4.63043], [-3.86627, -4.00664, 2.34679], [-4.01248, 1.27298, 4.40531], [-5.64597, 0.82723, 3.85596], [-4.26926, 0.91569, 2.72681], [-4.87913, -1.52119, 2.28456], [-3.14003, -1.57163, 2.39729], [-5.16702, -3.21832, 3.76766], [-3.49020, -2.65348, 5.45541], [-2.25585, -3.17920, 4.32153], [-3.47370, -4.40883, 4.96141], [-3.06486, -3.66166, 1.81190], [-4.63650, -3.92150, 1.69740], [1.89892, -1.41432, -5.32640], [0.50924, -1.48082, -4.96417], [0.02124, -0.21924, -4.59515], [-1.37492, -0.28094, -4.17144], [-2.28320, -0.97337, -5.18122], [-1.77231, 1.14005, -3.95468], [2.01781, -0.64229, -6.10935], [2.22183, -2.38725, -5.70457], [2.49732, -1.21001, -4.43578], [0.61726, 0.19331, -3.75697], [-0.02612, 0.44505, -5.49041], [-1.48148, -0.82394, -3.20615], [-2.12552, -2.04237, -5.29129], [-2.24378, -0.49621, -6.15354], [-3.28902, -0.75831, -4.73678], [-1.14963, 1.65397, -4.55978], [-2.73204, 1.25248, -4.14866], [6.19191, 3.13413, 3.05290], [5.97767, 1.89346, 2.48276], [4.66451, 1.45307, 2.59031], [4.26923, 0.32032, 1.65525], [4.58035, 0.47689, 0.16957], [2.83310, 0.19409, 1.92716], [6.07981, 3.04882, 4.08509], [5.50735, 3.83728, 2.66056], [7.20895, 3.50974, 2.77500], [4.50570, 1.14477, 3.64933], [4.03104, 2.30175, 2.36539], [4.75078, -0.62016, 1.95081], [4.02301, -0.33042, -0.34138], [5.61773, 0.32412, -0.05492], [4.30439, 1.46308, -0.21661], [2.43515, -0.62273, 1.46583], [2.46277, 0.97017, 1.37030]]
}

[5]
{
  "formula": "C5H7NO",
  "method": "the ωB97M-V functional and the def2-TZVPD basis",
  "multiplicity": 1,
  "smiles": "C#CCCNC=O",
  "homo_lumo_gap_ev": 10.758,
  "e_above_lowest_ev": 1.8909,
  "elements": ["C", "C", "C", "C", "N", "C", "O", "H", "H", "H", "H", "H", "H", "H"],
  "xyz": [[-1.63152, -1.77660, 1.66581], [-1.35274, -0.69604, 1.21003], [-1.02365, 0.60795, 0.61944], [0.45204, 0.80942, 0.21966], [0.87879, -0.26630, -0.64540], [1.43572, 0.06337, -1.83749], [1.39651, 1.18604, -2.30529], [-1.85645, -2.72693, 2.10015], [-1.39851, 1.41306, 1.26175], [-1.58218, 0.69526, -0.32219], [0.49342, 1.71736, -0.38271], [1.23536, 0.91964, 0.98578], [1.01699, -1.17264, -0.22017], [1.93622, -0.77358, -2.34938]]
}

no.,M (g/mol),largest force on an atom (Eh/bohr)
1,204.25,0.0895
2,84.12,0.0088
3,937.64,0.0816
4,802.24,0.0620
5,97.12,0.0179